1.
The following is a DFT calculation (ωB97M-V/def2-TZVPD) of 10 unconnected molecules or ions with the total composition C18H42N6O26S4 at a distorted geometry.

The geometry in XYZ format:
```
96
Properties=species:S:1:pos:R:3:mulliken_spin:R:1
C 4.823 -1.182 -4.060 0.000
N 4.595 -1.216 -2.582 0.005
O 4.459 -2.314 -2.053 -0.001
O 4.457 -0.135 -2.069 -0.003
H 5.024 -0.231 -4.555 -0.001
H 3.798 -1.401 -4.358 0.002
H 5.608 -1.892 -4.318 -0.001
C -3.750 -3.139 3.646 -0.036
N -2.296 -2.643 3.771 0.399
O -1.438 -3.183 4.466 0.207
O -2.093 -1.817 2.935 0.119
H -3.879 -3.657 4.596 -0.021
H -3.544 -3.776 2.786 0.087
H -4.450 -2.327 3.447 0.006
C -3.724 1.588 -4.184 0.004
N -5.077 2.173 -3.811 0.000
O -5.020 3.270 -3.371 0.000
O -6.049 1.432 -3.976 -0.001
H -3.613 0.517 -4.016 0.003
H -2.949 2.112 -3.625 0.002
H -3.730 1.803 -5.253 -0.001
C 1.800 -1.108 3.872 -0.014
N 2.376 -1.579 5.152 0.000
O 2.466 -2.792 5.382 0.002
O 2.627 -0.723 6.022 0.001
H 0.819 -0.660 4.028 0.013
H 1.793 -1.895 3.118 0.001
H 2.515 -0.320 3.635 0.004
C -1.452 -0.066 -1.027 0.074
C -1.338 -1.440 -0.373 -0.317
O -0.100 -1.571 0.366 0.085
S 0.826 -0.215 0.159 0.242
O 1.858 -0.437 -0.850 -0.012
O 1.227 0.327 1.506 -0.013
O -0.410 0.701 -0.498 -0.049
H -2.352 0.509 -0.809 0.010
H -1.383 -0.042 -2.114 0.019
H -1.429 -2.289 -1.050 -0.016
H -2.169 -1.531 0.326 0.038
C -2.952 1.825 2.206 -0.008
C -3.270 1.701 3.674 0.020
O -2.991 3.108 4.135 0.002
S -3.879 4.143 3.227 0.006
O -3.271 5.483 3.063 -0.002
O -5.285 3.938 3.502 -0.001
O -3.356 3.169 1.912 -0.001
H -3.525 1.186 1.534 0.000
H -1.925 1.540 1.978 0.002
H -2.463 1.219 4.225 -0.002
H -4.234 1.385 4.072 -0.003
C -7.593 -1.307 -0.217 0.010
C -7.081 -1.023 -1.562 0.006
O -5.721 -1.426 -1.508 -0.037
S -5.223 -2.189 -0.086 0.269
O -4.641 -1.136 0.758 -0.068
O -4.420 -3.397 -0.291 0.009
O -6.808 -2.382 0.289 -0.046
H -8.647 -1.584 -0.215 0.001
H -7.680 -0.404 0.388 -0.007
H -7.011 0.008 -1.910 0.002
H -7.696 -1.607 -2.246 0.001
C 1.239 -1.117 -6.134 0.009
C 1.248 0.019 -7.079 -0.003
O 1.020 1.227 -6.473 0.000
S 0.406 0.906 -4.901 0.015
O -1.020 1.291 -4.767 -0.003
O 1.311 1.448 -3.909 -0.008
O 0.441 -0.703 -5.032 -0.011
H 2.192 -1.474 -5.744 0.003
H 0.696 -1.996 -6.483 -0.003
H 0.492 -0.057 -7.861 0.000
H 2.215 0.251 -7.525 -0.001
C 5.501 -0.588 2.050 0.000
O 6.233 -0.146 2.953 0.000
N 4.790 -1.711 2.156 -0.001
C 4.024 -2.238 1.011 0.010
C 5.055 -2.693 3.186 0.000
H 5.606 -0.404 0.969 0.000
H 3.833 -1.566 0.174 -0.002
H 3.030 -2.495 1.377 0.001
H 4.422 -3.176 0.625 0.001
H 4.638 -3.674 2.958 0.000
H 6.127 -2.746 3.378 0.000
H 4.518 -2.382 4.082 0.000
C 4.291 5.071 1.426 0.000
O 3.237 5.540 1.841 0.000
N 4.359 3.778 1.102 0.000
C 3.277 2.808 1.211 0.001
C 5.687 3.185 0.880 0.000
H 5.265 5.567 1.297 0.000
H 2.403 3.387 1.509 0.000
H 3.487 2.017 1.930 0.000
H 2.953 2.420 0.245 0.001
H 5.702 2.194 1.332 0.000
H 5.660 3.148 -0.209 0.000
H 6.506 3.808 1.237 0.000
```

Summary:
HOMO energy (alpha / beta)	-0.0202 / -0.1946	hartree
E_LUMO (alpha / beta)	1.1 / 1.1	eV
multiplicity	2
<S²>	0.7535
total charge	-1

2.
The following is a DFT calculation (ωB97M-V/def2-TZVPD) of C2F6 in the gas phase at a distorted geometry.

The geometry in XYZ format:
```
8
Properties=species:S:1:pos:R:3:nbo_charge:R:1
F -1.650 0.862 -0.257 -0.272
C -0.852 -0.092 -0.119 0.906
F -1.252 -0.866 0.866 -0.304
F -0.881 -0.807 -1.287 -0.342
C 0.860 0.194 0.099 0.921
F 1.543 -0.957 -0.088 -0.307
F 1.309 1.087 -0.632 -0.268
F 0.922 0.580 1.417 -0.335
```

Summary:
HOMO energy	-0.4682	hartree
SMILES string	FC(F)(F)C(F)(F)F
energy above the lowest of the compared OMol25 structures with the same formula, charge and spin	0.6772	eV
E_LUMO	0.9	eV
total charge	0